{"formula": "C3H7NO", "method": "wB97M-V/def2-TZVPD", "homo_ev": -9.90, "homo_lumo_gap_ev": 10.91, "relative_energy_kcal_mol": 74.6, "lumo_ev": 1.0, "elements": ["H", "N", "C", "C", "O", "C", "H", "H", "H", "H", "H", "H"], "xyz": [[-1.41878, 1.45881, 1.43525], [-0.54156, 0.99373, 1.22638], [-0.62564, 0.06342, 0.38986], [-1.47956, -0.46830, -0.69217], [0.57367, -0.69765, 0.10963], [1.77392, 0.04223, 0.04448], [-0.32409, -0.71337, -1.11603], [-2.35687, 0.15562, -0.97490], [-1.80781, -1.49497, -0.52087], [1.78527, 0.72154, -0.82406], [1.82895, 0.61543, 0.96398], [2.59249, -0.67649, -0.04154]], "forces_ev_per_a": [[-0.08, -0.05, -0.31], [-0.20, -0.38, 0.00], [1.26, -0.17, 0.49], [0.91, -0.36, -0.24], [0.19, 0.23, 1.16], [0.21, 0.19, 0.36], [-3.53, 0.57, -1.81], [1.08, -0.33, -0.30], [-0.07, 0.08, 0.37], [-0.09, -0.17, 0.19], [0.47, 0.22, 0.01], [-0.13, 0.17, 0.09]]}



{"formula": "C6H15NO", "method": "wB97M-V/def2-TZVPD", "homo_ev": [-13.61, -13.61], "charge": 1, "multiplicity": 2, "homo_lumo_gap_ev": [9.56, 4.67], "relative_energy_kcal_mol": 33.9, "s2": 0.76, "lumo_ev": [-4.0, -8.9], "elements": ["C", "C", "C", "O", "N", "H", "H", "H", "H", "H", "H", "H", "C", "C", "C", "H", "H", "H", "H", "H", "H", "H", "H"], "xyz": [[2.46253, -0.49701, 0.79832], [1.43916, -0.07311, -0.24774], [1.69398, -0.91723, 2.06047], [1.61426, -2.15362, 2.20363], [1.15399, -0.05434, 2.85476], [3.00994, -1.40012, 0.48673], [3.30733, 0.16301, 1.02123], [0.62459, 0.52058, 0.15120], [0.59235, -0.31273, 3.66094], [1.19708, 0.94564, 2.68846], [0.93529, -0.94249, -0.67831], [1.93380, 0.41430, -1.07459], [-2.59739, 0.80196, -2.74398], [-1.60979, 1.94104, -2.50479], [-3.36097, 0.33040, -1.49196], [-3.25774, 1.04195, -3.58031], [-2.03193, -0.04764, -3.13785], [-1.37411, 2.42176, -3.45287], [-3.31454, 1.06114, -0.69471], [-4.40315, 0.12784, -1.74210], [-2.92268, -0.58646, -1.12021], [-2.10284, 2.72878, -1.93231], [-0.65263, 1.66975, -2.05522]], "forces_ev_per_a": [[0.48, -1.35, -0.19], [-0.46, -0.61, -0.19], [0.59, 0.74, -0.39], [0.07, -0.37, -0.01], [-0.72, 0.73, 0.90], [-0.33, 0.09, -0.24], [-0.59, 0.47, 0.47], [0.17, 0.53, 0.04], [0.13, -0.27, -0.15], [0.27, -0.23, -0.27], [0.21, -0.10, 0.10], [0.14, 0.38, -0.08], [0.58, -0.61, -0.10], [-0.53, 0.58, -0.50], [0.04, 0.05, -0.70], [-0.18, 0.31, 0.34], [0.00, -0.07, 0.00], [0.20, -0.07, -0.14], [-0.15, 0.27, 0.15], [0.04, -0.01, 0.22], [0.03, -0.28, 0.21], [0.20, -0.02, 0.29], [-0.19, -0.17, 0.25]]}



{"formula": "C5H9NO", "method": "wB97M-V/def2-TZVPD", "homo_ev": -7.77, "homo_lumo_gap_ev": 8.15, "relative_energy_kcal_mol": 125.9, "lumo_ev": 0.4, "elements": ["C", "C", "C", "C", "C", "O", "N", "H", "H", "H", "H", "H", "H", "H", "H", "H"], "xyz": [[-1.68716, -1.06344, 0.86104], [1.46734, 1.36245, 0.38671], [-1.23020, 0.16316, 0.14768], [1.02140, -0.41444, -0.42455], [1.54143, -1.15588, -1.38683], [-2.11533, 1.20875, 0.20577], [-0.10674, 0.33897, -0.43057], [-1.85422, 1.87515, -0.44225], [-2.34882, -1.66201, 0.23206], [-0.82401, -1.67674, 1.12072], [-2.23727, -0.78081, 1.76227], [0.83598, 2.24465, 0.41045], [2.33747, 1.51567, -0.23782], [1.67917, 0.99990, 1.38378], [1.02235, -1.31410, -2.33045], [2.49862, -1.64128, -1.25799]], "forces_ev_per_a": [[0.02, 0.14, 0.33], [2.14, -1.79, 0.57], [0.99, 0.08, -0.52], [-0.15, 3.22, 0.24], [0.40, -0.37, 0.16], [-0.24, -0.25, -0.15], [-3.31, -0.87, -0.78], [0.13, -0.07, 0.05], [0.00, 0.09, -0.01], [-0.05, 0.02, 0.01], [0.04, -0.10, -0.05], [-0.49, -0.54, -0.37], [0.23, 0.14, 0.27], [0.37, 0.31, 0.09], [-0.21, -0.21, 0.26], [0.13, 0.21, -0.09]]}



{"formula": "C37H49ClF4NO24", "method": "wB97M-V/def2-TZVPD", "homo_ev": -11.33, "charge": 1, "homo_lumo_gap_ev": 6.54, "lumo_ev": -4.8, "elements": ["C", "C", "O", "C", "C", "C", "C", "C", "C", "C", "N", "C", "C", "C", "C", "F", "F", "C", "F", "F", "C", "C", "O", "O", "Cl", "H", "H", "H", "H", "H", "H", "H", "H", "H", "H", "H", "H", "H", "H", "H", "H", "H", "H", "H", "H", "H", "C", "C", "O", "C", "O", "O", "H", "H", "H", "H", "C", "C", "O", "C", "O", "O", "H", "H", "H", "H", "C", "C", "O", "C", "O", "O", "H", "H", "H", "H", "C", "C", "O", "C", "O", "O", "H", "H", "H", "H", "C", "C", "O", "C", "O", "O", "H", "H", "H", "H", "C", "C", "O", "C", "O", "O", "H", "H", "H", "H", "C", "C", "O", "C", "O", "O", "H", "H", "H", "H"], "xyz": [[-5.77453, 0.29798, -1.56171], [-5.32200, 1.45551, -2.42891], [-4.31735, 1.05389, -3.37139], [-3.03585, 1.06195, -2.82600], [-2.18299, 0.04854, -3.57548], [-2.27416, -1.36331, -3.00841], [-1.53481, -1.53019, -1.67836], [-0.01344, -1.74798, -1.93164], [0.82939, -0.88104, -1.04582], [0.80305, 0.47165, -1.27829], [1.53560, 1.30446, -0.53841], [2.34020, 0.93009, 0.46485], [3.10174, 2.04783, 1.09992], [2.41255, -0.43109, 0.77901], [3.39059, -0.79254, 1.90790], [3.15744, -0.04040, 3.00512], [3.35444, -2.06060, 2.31193], [4.87246, -0.51144, 1.49254], [5.00000, -0.66228, 0.15389], [5.68578, -1.36291, 2.11522], [1.63480, -1.32407, -0.00162], [1.64267, -2.80383, 0.24440], [1.17965, -3.29901, 1.20544], [2.23602, -3.51040, -0.76825], [1.61502, -5.07069, -0.94615], [-5.87455, -0.60574, -2.14997], [-6.70481, 0.57690, -1.07182], [-5.03151, 0.11219, -0.78717], [-6.16859, 1.79758, -3.01075], [-4.93914, 2.25924, -1.80426], [-2.56216, 2.04792, -2.90556], [-3.04373, 0.80163, -1.76501], [-2.59534, 0.00009, -4.57884], [-1.14926, 0.37110, -3.69226], [-1.84380, -2.02679, -3.75117], [-3.30967, -1.66466, -2.89632], [-1.68415, -0.66195, -1.05052], [-1.89994, -2.42736, -1.19368], [0.20926, -1.45367, -2.95290], [0.25656, -2.79151, -1.86906], [0.19763, 0.89087, -2.06209], [1.48902, 2.29222, -0.75696], [2.70533, 2.99001, 0.74769], [3.03204, 2.06420, 2.17520], [4.12240, 2.00984, 0.73966], [5.15612, 0.49409, 1.78014], [1.59604, -3.39329, 4.46603], [2.27685, -3.58865, 5.80256], [1.28940, -3.08797, 6.71683], [0.07623, -3.16848, 6.12226], [-0.96101, -2.98387, 6.66531], [0.20995, -3.48496, 4.80638], [1.86206, -4.15253, 3.73867], [1.78344, -2.41029, 4.04207], [2.46691, -4.63790, 6.02367], [3.19935, -3.03808, 5.89848], [-9.17665, 4.57803, -1.69891], [-9.48762, 4.81848, -0.23682], [-9.41703, 3.49617, 0.31088], [-8.63661, 2.74528, -0.49288], [-8.25489, 1.64881, -0.23016], [-8.35099, 3.40199, -1.63870], [-8.64313, 5.39984, -2.16625], [-10.06785, 4.35725, -2.28391], [-8.73679, 5.44119, 0.25567], [-10.47016, 5.25132, -0.07521], [6.48074, -5.26768, -0.29634], [5.40085, -4.29256, -0.71898], [5.60897, -4.19005, -2.12705], [6.24435, -5.31973, -2.54526], [6.40768, -5.61691, -3.67820], [6.65483, -6.05116, -1.48000], [6.18946, -5.89809, 0.53949], [7.42331, -4.77163, -0.05881], [4.39544, -4.67820, -0.54349], [5.49692, -3.31647, -0.24751], [6.71812, 4.60875, -1.61705], [7.45345, 4.51028, -0.29634], [6.44135, 4.90407, 0.64317], [5.23764, 4.68227, 0.08654], [4.19822, 4.75386, 0.66621], [5.35771, 4.36218, -1.22054], [7.04318, 3.87372, -2.34744], [6.77761, 5.60327, -2.05894], [7.76726, 3.49083, -0.06626], [8.31293, 5.17026, -0.23010], [7.59652, -1.91680, 6.31346], [6.70131, -1.79093, 7.52942], [5.53810, -2.52250, 7.12180], [5.90463, -3.40219, 6.16301], [5.20613, -4.26911, 5.74629], [7.16846, -3.16157, 5.74800], [8.65406, -1.95300, 6.55854], [7.42469, -1.12291, 5.58389], [7.12415, -2.26937, 8.41321], [6.44186, -0.76393, 7.77005], [-9.26847, 9.12365, -0.33644], [-8.93858, 9.67917, -1.70687], [-9.30702, 8.59559, -2.56912], [-10.22535, 7.83790, -1.92872], [-10.85443, 6.96575, -2.43291], [-10.32930, 8.20671, -0.62944], [-9.60228, 9.88042, 0.36757], [-8.43582, 8.56983, 0.10163], [-9.54180, 10.55111, -1.96221], [-7.88743, 9.92426, -1.82993], [-1.64625, -6.21718, -3.13598], [-0.30584, -6.17142, -3.83972], [-0.64963, -5.65764, -5.12705], [-1.80788, -4.96506, -5.01184], [-2.26889, -4.27176, -5.85383], [-2.35959, -5.15999, -3.78396], [-1.57801, -6.03455, -2.06561], [-2.17644, -7.15557, -3.30273], [0.39772, -5.48509, -3.36297], [0.15989, -7.14953, -3.93072]], "forces_ev_per_a": [[0.46, 0.33, 0.29], [-0.15, -0.64, -0.25], [-0.23, 0.16, 0.21], [0.81, -0.13, -0.07], [-0.70, -0.32, -0.15], [0.30, 0.24, 0.09], [0.46, -0.68, -0.86], [-0.33, 0.49, 0.04], [0.07, -0.09, -0.14], [-0.05, -0.10, 0.06], [-0.20, -0.10, -0.19], [0.05, -0.23, 0.48], [-0.41, 0.05, -0.46], [-0.64, 0.08, -0.28], [0.85, 0.02, -0.39], [-0.34, 0.20, 0.20], [-0.52, -0.58, -0.42], [-0.29, 0.41, 0.17], [0.10, -0.14, -0.20], [0.16, -0.35, 0.04], [1.25, 0.25, 0.37], [0.45, -0.47, 0.13], [-0.76, -0.24, 0.71], [-0.26, 0.57, -0.45], [0.30, 0.04, 0.27], [-0.24, -0.13, -0.18], [0.06, -0.28, -0.06], [0.05, -0.18, 0.18], [-0.01, 0.29, -0.18], [-0.04, 0.35, -0.01], [-0.18, 0.28, -0.02], [-0.17, 0.04, 0.24], [0.09, 0.17, -0.29], [0.24, 0.09, 0.10], [0.03, -0.42, -0.05], [-0.26, 0.12, 0.00], [-0.19, 0.09, 0.35], [-0.21, 0.06, 0.46], [0.08, 0.06, -0.24], [0.00, -0.20, 0.14], [-0.09, 0.23, -0.14], [0.06, 0.10, 0.04], [-0.01, 0.27, -0.05], [0.20, -0.17, 0.22], [0.29, 0.07, 0.19], [0.08, 0.22, -0.04], [0.00, -0.12, 0.06], [-0.17, -0.04, 0.01], [0.00, -0.02, -0.16], [0.02, -0.01, 0.04], [-0.06, 0.02, 0.01], [0.09, 0.00, 0.00], [-0.15, -0.09, -0.07], [-0.02, 0.11, 0.03], [0.01, -0.01, 0.02], [0.02, 0.15, 0.19], [-0.08, 0.08, -0.04], [-0.11, 0.18, -0.02], [0.04, 0.06, -0.02], [-0.10, -0.04, 0.01], [-0.12, 0.13, 0.10], [0.01, 0.07, 0.03], [0.16, -0.14, -0.06], [-0.01, -0.01, 0.01], [0.03, -0.04, -0.01], [-0.06, -0.15, 0.05], [0.02, 0.00, 0.11], [-0.04, 0.06, 0.17], [-0.01, 0.02, 0.07], [0.04, -0.07, 0.04], [-0.01, 0.00, -0.09], [-0.05, 0.10, 0.02], [0.00, -0.13, -0.10], [-0.01, 0.02, -0.03], [0.09, -0.08, 0.05], [0.05, 0.05, -0.15], [0.15, 0.03, -0.11], [0.15, -0.01, -0.09], [0.01, -0.06, -0.03], [0.08, 0.21, -0.04], [-0.04, -0.08, 0.00], [0.04, -0.06, 0.02], [-0.17, -0.09, 0.01], [-0.03, 0.02, 0.05], [-0.04, -0.01, 0.00], [-0.09, 0.11, 0.13], [0.10, 0.11, 0.04], [0.10, 0.10, 0.10], [0.04, 0.05, -0.04], [0.09, -0.09, 0.09], [0.08, -0.02, -0.15], [-0.03, 0.07, 0.01], [0.01, -0.17, -0.05], [-0.04, -0.01, 0.00], [0.01, -0.04, -0.02], [-0.18, -0.04, -0.04], [0.08, 0.10, 0.08], [0.06, 0.15, 0.04], [0.02, 0.00, 0.08], [-0.08, 0.15, -0.03], [0.03, -0.12, 0.03], [0.08, -0.02, -0.01], [-0.16, -0.07, 0.00], [0.00, -0.01, -0.03], [-0.04, -0.02, 0.01], [0.01, -0.14, -0.12], [0.00, -0.08, 0.08], [0.13, -0.18, 0.06], [-0.02, -0.04, 0.10], [-0.02, 0.05, 0.01], [-0.03, 0.10, -0.02], [0.08, 0.00, 0.03], [-0.10, 0.15, -0.03], [0.02, 0.00, -0.04], [-0.07, 0.01, -0.06], [0.00, 0.02, -0.18]]}



{"formula": "HNO3S", "method": "wB97M-V/def2-TZVPD", "homo_ev": [-10.73, -10.73], "homo_lumo_gap_ev": [9.12, 9.12], "relative_energy_kcal_mol": 27.0, "lumo_ev": [-1.6, -1.6], "elements": ["O", "S", "O", "N", "O", "H"], "xyz": [[3.46840, 0.23142, 0.31153], [2.14746, 0.07601, -0.14225], [1.67120, -1.27878, -0.23363], [0.94661, 1.24148, -0.07616], [-0.29174, 0.72128, -0.43328], [-0.77812, 0.60494, 0.38825]], "forces_ev_per_a": [[1.19, 1.71, -0.03], [-4.40, -1.55, 0.92], [0.09, 0.53, -0.64], [2.44, -0.38, -0.11], [0.61, -0.06, -0.56], [0.06, -0.25, 0.42]]}



{"formula": "C2H3IN2O", "method": "wB97M-V/def2-TZVPD", "homo_ev": [-8.24, -8.25], "homo_lumo_gap_ev": [7.27, 7.27], "relative_energy_kcal_mol": 124.2, "lumo_ev": [-1.0, -1.0], "elements": ["C", "C", "N", "N", "O", "I", "H", "H", "H"], "xyz": [[1.14944, 0.29526, 0.23040], [-0.07994, 0.76175, -0.18150], [-0.57524, -1.92152, -0.19493], [-1.11806, 0.14080, 0.38478], [0.57701, -1.76311, -0.04434], [-3.04030, 0.86918, 0.02806], [2.15230, 0.34117, -0.39255], [1.10848, -0.25859, 1.14823], [-0.17369, 1.53506, -0.97815]], "forces_ev_per_a": [[1.61, -0.30, -1.26], [-0.39, 0.75, -0.57], [4.43, 1.51, 0.86], [-0.06, 0.20, 0.10], [-4.79, -1.85, -1.37], [0.89, -0.33, -0.16], [-2.31, 0.34, 1.57], [0.69, 0.45, 0.48], [-0.06, -0.78, 0.35]]}



Electronic energy readings, ordered: -6759.5162 -9993.7710 -8863.7550 -113178.2109 -18479.4930 -15245.2496 eV
F_max readings, ordered: 4.0 1.4 3.5 1.3 4.8 5.3 eV/A